## one
Here is 2 unconnected molecules or ions with the total composition C5H8NO from the OMol25 dataset. Energies are from wB97M-V/def2-TZVPD.

Its orbital gap (alpha / beta) is 0.3247 / 0.3247 Eh. Its molar mass is 98.1 g/mol. As for the total charge: +1. The value obtained for the HOMO energy (alpha / beta) is -14.8262 / -14.8257 eV. The value obtained for the LUMO energy (alpha / beta) is -5.991 / -5.991 eV.

```
15
C5H8NO (wB97M-V/def2-TZVPD)
C 2.4395 -1.5404 -0.0980
C 0.2657 -0.2236 1.2282
C -0.4874 0.3193 0.2000
C -1.5268 -0.4591 -0.2609
C -0.2797 1.5828 -0.4772
N 2.8570 -2.6144 -0.2929
O 1.8387 -0.5440 0.0094
H 0.8806 0.3341 2.0192
H 0.2666 -1.3344 1.3528
H 3.7299 -3.1941 -0.4759
H -2.1573 0.0037 -1.0901
H -1.8146 -1.4371 0.0902
H -0.0577 2.3905 0.2117
H -1.2271 1.7649 -1.0692
H 0.5871 1.4755 -1.3088
```



## two
Here is a molecular structure, C5H8NO from the OMol25 dataset. Energies are from wB97M-V/def2-TZVPD.

Its orbital gap (alpha / beta) is 0.3174 / 0.3083 Eh. Its molar mass is 98.1 g/mol. As for the total charge: +1. The value obtained for the HOMO energy (alpha / beta) is -14.7593 / -14.5879 eV. The value obtained for the LUMO energy (alpha / beta) is -6.121 / -6.199 eV.

```
15
C5H8NO (wB97M-V/def2-TZVPD)
C -0.5499 -1.5206 -0.1308
C -1.4464 -0.7547 0.7428
C -0.3803 -0.1781 -0.7981
C 1.4939 0.7987 0.4083
C 0.7347 0.7694 -0.9058
N -2.0603 0.1933 0.0370
O -2.8887 1.0067 -0.0133
H 0.3506 -1.8386 0.2739
H -0.9906 -2.2840 -0.7498
H -1.2218 -0.6133 1.7587
H 1.9246 -0.1365 0.5697
H 0.9835 1.1462 1.3959
H 2.3064 1.4134 0.2592
H 1.2433 0.2377 -1.6860
H 0.5009 1.7606 -1.1617
```



## three
Here is a gas-phase ion, C5H8NO (charge +1) from the OMol25 dataset. Energies are from wB97M-V/def2-TZVPD.

Its orbital gap is 0.3730 Eh. Its molar mass is 98.1 g/mol. As for the total charge: +1. Its SMILES is C=C(C)COC#[NH+]. The value obtained for the HOMO energy is -14.1699 eV. The value obtained for the LUMO energy is -4.021 eV.

```
15
C5H8NO (wB97M-V/def2-TZVPD)
C -0.2113 1.5006 0.0904
C -0.3594 0.2746 -0.3588
C -1.5231 -0.4118 0.3506
C 0.7260 -0.4599 -1.1298
O 1.8956 -0.6001 -0.2424
C 2.8882 -0.0044 -0.0545
N 3.8502 0.5363 0.3643
H -0.9466 1.8865 0.7616
H 0.7103 2.0948 0.0896
H -1.2590 -1.1338 1.1562
H -2.2935 -0.8435 -0.3376
H -2.0959 0.3725 0.8061
H 1.2507 0.1553 -1.9099
H 0.4186 -1.4089 -1.5097
H 4.6303 1.0747 0.4205
```



Most favorable first, least favorable last: one, three, two



## one
Here is 2 unconnected molecules or ions with the total composition C11H12NO from the OMol25 dataset. Energies are from wB97M-V/def2-TZVPD.

Its orbital gap is 0.2891 Eh. Its molar mass is 174.2 g/mol. As for the total charge: +1. The value obtained for the HOMO energy is -12.4895 eV. The value obtained for the LUMO energy is -4.623 eV.

```
25
C11H12NO (wB97M-V/def2-TZVPD)
C -3.4652 0.8694 -0.1092
C -2.6596 0.9926 1.0596
C -2.9908 0.1887 -1.1721
C -1.4771 0.3809 1.2074
C -1.5730 -0.4018 -1.2601
C -0.9433 -0.3134 0.0320
C 3.5372 -1.1835 -1.2929
C 2.1050 0.7370 2.0960
C 2.2371 -0.7447 -1.0770
C 1.2579 -1.4373 -0.2273
C 1.5499 1.2788 1.0334
N 0.2473 -0.7365 0.1054
O 1.0977 1.9098 0.1780
H -4.4861 1.1552 0.0198
H -2.8486 1.6665 1.8680
H -3.6970 0.0960 -1.9157
H -1.0309 0.3027 2.1605
H -1.3492 -1.2820 -1.8512
H 4.1742 -0.5604 -1.8344
H 3.7762 -2.2650 -0.9570
H 2.5708 -0.1933 2.0942
H 1.9100 1.2720 3.0492
H 2.0071 0.2664 -1.2328
H 1.2707 -2.4561 -0.1776
H -1.2203 0.4582 -1.7962
```



## two
Here is a gas-phase ion, C11H12NO (charge +1) from the OMol25 dataset. Energies are from wB97M-V/def2-TZVPD.

Its orbital gap (alpha / beta) is 0.2538 / 0.2542 Eh. Its molar mass is 174.2 g/mol. As for the total charge: +1. The value obtained for the HOMO energy (alpha / beta) is -12.2475 / -12.2521 eV. The value obtained for the LUMO energy (alpha / beta) is -5.343 / -5.336 eV.

```
25
C11H12NO (wB97M-V/def2-TZVPD)
C -0.7621 -1.4038 -1.2349
C -0.1598 -0.7350 -2.0246
C 1.6211 0.5226 -1.0914
C 0.8046 1.5607 -0.5875
C -1.5499 -2.1832 -0.2721
C 1.7989 0.0251 0.3671
C 0.0683 1.7238 -1.8684
C -0.9821 -1.6008 1.0994
C 0.2985 1.4910 1.9883
C 0.7072 0.4068 -2.3691
C -0.9973 -0.1777 1.2703
N 0.7790 0.9679 0.6626
O -0.4557 0.3146 2.4171
H -2.6322 -1.9948 -0.3353
H -1.3106 -3.2484 -0.2909
H 1.6052 -1.0323 0.5402
H 2.9229 0.3852 0.6588
H -1.0206 1.8089 -1.8244
H 0.4491 2.5868 -2.4278
H -1.4776 -2.1352 1.9952
H 0.1147 -1.9331 1.2479
H 1.0668 1.6689 2.8056
H -0.4489 2.2197 1.8033
H 1.2241 0.2850 -3.3087
H -1.6634 0.4774 0.7793
```



Most favorable first, least favorable last: one, two